Record 1
{"formula": "C52H51Br3N10O2", "method": "ωB97M-V with the def2-TZVPD basis set", "fmax_ha_per_bohr": 0.066, "gap_ev": 8.876, "lumo_energy_ev": -0.57, "total_charge": 0, "homo_energy_ev": -9.45, "species": ["O", "N", "O", "C", "C", "C", "C", "C", "C", "H", "H", "H", "H", "H", "Br", "C", "Br", "Br", "H", "C", "C", "C", "N", "C", "C", "H", "H", "H", "H", "H", "C", "C", "C", "N", "C", "C", "H", "H", "H", "H", "H", "C", "C", "C", "N", "C", "C", "H", "H", "H", "H", "H", "C", "C", "C", "N", "C", "C", "H", "H", "H", "H", "H", "C", "C", "C", "N", "C", "C", "H", "H", "H", "H", "H", "C", "C", "C", "N", "C", "C", "H", "H", "H", "H", "H", "C", "C", "C", "N", "C", "C", "H", "H", "H", "H", "H", "C", "C", "C", "N", "C", "C", "H", "H", "H", "H", "H", "C", "C", "C", "N", "C", "C", "H", "H", "H", "H", "H"], "xyz": [[7.5366, 1.2858, 5.2328], [7.3160, 0.7755, 4.1331], [6.2128, 0.7492, 3.6130], [8.4087, 0.0611, 3.3392], [8.1380, -0.5606, 2.1172], [9.1688, -1.1694, 1.4195], [10.4619, -1.2437, 2.0228], [10.7019, -0.5385, 3.1479], [9.6578, 0.0608, 3.8281], [7.1242, -0.5568, 1.7452], [9.0048, -1.6288, 0.4560], [11.2575, -1.7525, 1.4988], [11.6826, -0.4389, 3.5890], [9.8335, 0.4907, 4.8031], [5.5044, -7.8926, 4.6594], [6.3870, -6.3453, 3.8528], [8.2583, -6.0854, 4.4880], [5.2974, -4.6571, 4.0229], [6.4946, -6.5553, 2.7886], [-4.5233, 3.1815, -4.9106], [-4.6250, 4.0397, -3.8476], [-4.4026, 5.4003, -3.9942], [-4.3020, 5.9305, -5.2452], [-4.1110, 5.0653, -6.1874], [-4.1110, 3.6886, -6.1234], [-4.7740, 2.1737, -4.6142], [-5.0336, 3.6212, -2.9397], [-4.3523, 6.1581, -3.2264], [-3.7717, 5.5402, -7.0961], [-4.0435, 3.1080, -7.0316], [1.9726, -9.0365, -2.0360], [1.8842, -7.6568, -2.1441], [2.8311, -6.8339, -1.6390], [3.9120, -7.3216, -0.9885], [4.0420, -8.6900, -0.8466], [3.1104, -9.5698, -1.4125], [1.1936, -9.6637, -2.4437], [1.0320, -7.2812, -2.6911], [2.7292, -5.7730, -1.8139], [4.9416, -9.0547, -0.3730], [3.2670, -10.6370, -1.3572], [3.4572, 6.6097, 3.2409], [3.1705, 7.0951, 1.9696], [3.6246, 8.3561, 1.6505], [4.2882, 9.1608, 2.5812], [4.4945, 8.6709, 3.8200], [4.1416, 7.3734, 4.1630], [3.0859, 5.6330, 3.5143], [2.7284, 6.4994, 1.1847], [3.5440, 8.7716, 0.6569], [5.0487, 9.2359, 4.5548], [4.2107, 7.0403, 5.1879], [-3.4712, 5.7261, 2.3734], [-4.8304, 5.4617, 2.5389], [-5.2669, 5.1447, 3.8676], [-4.4659, 5.1232, 4.9262], [-3.1856, 5.4725, 4.7697], [-2.6757, 5.7966, 3.5009], [-3.0324, 5.9436, 1.4108], [-5.5707, 5.4157, 1.7538], [-6.2453, 4.7275, 4.0546], [-2.6340, 5.6451, 5.6820], [-1.6623, 6.1695, 3.4797], [-5.2237, -3.0938, 5.5029], [-6.5999, -3.0243, 5.6363], [-7.1833, -1.7786, 5.4131], [-6.4304, -0.6979, 5.0640], [-5.1376, -0.8490, 4.8142], [-4.4501, -2.0136, 5.0458], [-4.6905, -4.0329, 5.5157], [-7.2030, -3.8785, 5.9064], [-8.1988, -1.4678, 5.6092], [-4.5709, 0.0187, 4.5103], [-3.3807, -2.0404, 4.8971], [-7.5431, -4.4494, -1.4492], [-7.5476, -3.4193, -0.5522], [-7.3449, -2.1287, -0.9735], [-7.1057, -1.8366, -2.2857], [-7.2001, -2.8383, -3.1828], [-7.2999, -4.2010, -2.8116], [-7.7782, -5.4604, -1.1511], [-7.6275, -3.4760, 0.5233], [-7.4112, -1.2962, -0.2887], [-7.1387, -2.5764, -4.2288], [-7.3372, -4.9796, -3.5591], [-0.4591, 0.4132, 1.4978], [-1.4779, 0.1436, 0.5435], [-1.6174, -1.1616, 0.0715], [-0.8148, -2.1733, 0.4692], [0.1610, -1.9479, 1.3910], [0.3525, -0.6952, 1.9667], [-0.4050, 1.4066, 1.9182], [-2.1374, 0.9244, 0.1945], [-2.4511, -1.4414, -0.5555], [0.8772, -2.7351, 1.5750], [1.1167, -0.5710, 2.7196], [2.1861, 3.0695, -2.2092], [1.2833, 4.0112, -2.6780], [1.6579, 5.2134, -3.2737], [2.9770, 5.5780, -3.3256], [3.9080, 4.6356, -2.9017], [3.4816, 3.4196, -2.3492], [1.9580, 2.1195, -1.7489], [0.2152, 3.8625, -2.6200], [0.8918, 5.7973, -3.7620], [4.9549, 4.8651, -3.0350], [4.2443, 2.8011, -1.8996], [-0.9526, -3.4764, -6.2334], [-0.3631, -4.5692, -6.8893], [-1.0868, -5.0232, -7.9635], [-2.2121, -4.5526, -8.4716], [-2.8256, -3.6026, -7.6981], [-2.2279, -3.0488, -6.6174], [-0.4446, -3.0436, -5.3843], [0.6263, -4.9051, -6.6161], [-0.5756, -5.6693, -8.6617], [-3.8049, -3.3129, -8.0495], [-2.6992, -2.2703, -6.0358]], "forces_ev_per_a": [[0.4419, -0.7486, -1.5634], [-0.4111, -0.4416, 0.1952], [0.4279, 0.1309, 0.1173], [-1.1779, 0.2444, -0.1163], [-0.4355, 0.2126, -0.1977], [0.7361, -0.2830, 1.2092], [-1.0831, 0.1459, -2.1765], [0.4467, 0.1680, 1.2572], [0.9156, 0.5858, 1.4882], [0.0151, 0.0826, -0.1378], [-0.1561, -0.0734, 0.0519], [0.0592, -0.0407, -0.0225], [0.1442, -0.3023, -0.0803], [0.0549, 0.2971, -0.0221], [0.4429, 0.8239, -0.2443], [0.1310, 0.5155, 0.1385], [-1.2506, -0.1304, -0.1995], [0.8882, -1.3458, -0.0436], [-0.2189, 0.1624, 0.3190], [0.0850, -0.4550, 0.2642], [-0.3974, 0.8685, 1.1942], [-0.6740, 0.5035, -1.6191], [0.6922, 0.2029, 2.8779], [1.2329, 0.1579, -2.3681], [-1.0860, -0.5277, 0.2085], [0.1603, -0.4267, -0.8729], [0.4493, 0.1790, 0.4411], [-0.3595, -0.3196, 0.4530], [-0.4439, -0.1008, -0.6436], [0.3454, -0.0951, 0.0790], [1.1385, -0.0062, 0.5036], [-1.7245, -1.2485, -0.9291], [1.7549, -0.5780, 0.8078], [-0.0384, -1.1423, 0.2435], [-1.1924, 1.9726, -1.4126], [-0.2817, 0.4937, 0.1960], [0.0634, -0.1064, -0.0504], [-0.0714, 0.3688, 0.0709], [0.3632, 0.2090, 0.3342], [0.0200, 0.1202, 0.1639], [-0.0228, -0.0748, 0.0956], [-0.4820, -0.3872, -0.0697], [0.7126, 0.2674, -0.2083], [1.4555, 1.2926, 2.1990], [-0.7273, -1.0406, -0.5312], [0.0040, -0.5033, -1.5961], [-1.0113, 0.1338, 0.1193], [0.1162, -0.1729, 0.0754], [-0.2595, -0.1685, 0.1740], [-0.1408, 0.1143, 0.0036], [-0.0726, 0.5984, -0.1917], [0.4050, -0.1500, 0.0065], [-0.7523, 0.2813, 0.0366], [-0.0501, -0.6661, 1.8199], [1.0338, -0.4434, -1.3078], [0.0983, 0.0583, 0.2100], [-0.9012, 0.8551, -1.2892], [0.3415, -0.0910, 1.4438], [-0.1254, 0.0473, -0.1521], [0.2226, 0.0792, -0.2370], [-0.3687, 0.3875, -0.1546], [0.3299, -0.3218, -0.0181], [0.1871, -0.1952, -0.3593], [1.2091, -0.3089, -1.2919], [-0.2367, 0.6970, -0.0759], [1.6398, 1.5726, 0.1871], [-0.9603, -0.6299, -0.3437], [0.0865, 0.3892, 0.5466], [-1.0805, -0.6472, 0.5250], [-0.2156, -0.3265, 0.6110], [0.0746, -0.0757, 0.0497], [-0.3151, -0.6895, -0.0546], [-0.1916, 0.3471, -0.1782], [-0.0068, -0.3240, -0.0032], [0.2119, -0.9676, -1.4067], [0.1546, 1.0163, 1.1371], [0.5792, 0.1496, -2.4713], [-1.1219, -0.3404, 0.3856], [0.7960, -0.6696, 1.2730], [-0.9172, 1.5025, 0.8265], [0.2284, -0.1151, 0.2229], [-0.4126, -0.8132, 0.0676], [0.2886, 0.1041, 0.0266], [0.1902, 0.1859, -0.0923], [0.0295, -0.0357, 0.0374], [-0.4017, -2.2651, -0.1156], [1.3475, -0.1262, 0.9016], [0.8983, -0.5952, 1.3285], [0.2571, 0.3436, 0.2504], [-1.0019, 1.2377, -1.3207], [-1.2428, 1.4758, -1.0186], [0.3326, 0.0058, 0.0661], [-0.0082, 0.0747, 0.0150], [0.0695, 0.0070, -0.3148], [-0.2803, -0.3509, 0.1902], [0.0247, 0.2009, 0.0152], [-0.8608, 0.7406, -0.1508], [-1.3613, 0.0379, -0.3174], [2.5094, -1.0732, 0.7055], [0.3533, -1.5976, -0.2197], [-3.1856, 1.0833, -0.3480], [2.7369, 0.6076, 0.2542], [-0.4729, 0.0948, 0.0070], [-0.1517, -0.3769, 0.0250], [0.2331, 0.5788, 0.2056], [-0.0255, 0.2237, 0.1501], [0.2032, -0.3221, -0.2836], [0.2262, -1.1323, 0.0755], [-0.9858, 2.0413, 1.0980], [1.1662, -0.5119, -2.2608], [-1.0413, 0.8910, 1.7145], [0.1028, -1.3935, -1.8724], [0.9354, 0.5438, 1.2847], [-0.0578, 0.2533, 0.0393], [-0.1060, -0.2814, -0.1368], [0.0048, -0.7234, 0.1172], [-0.0776, 0.2227, 0.0576], [-0.1693, 0.0905, -0.1034]]}


Record 2
{"formula": "C52H51HgN6OPSb", "method": "ωB97M-V with the def2-TZVPD basis set", "s2": 0.895, "fmax_ha_per_bohr": 0.093, "spin_multiplicity": 2, "gap_ev": [5.828, 5.053], "lumo_energy_ev": [-0.27, -1.20], "total_charge": 0, "homo_energy_ev": [-6.10, -6.26], "species": ["Hg", "C", "C", "C", "C", "C", "C", "N", "Sb", "C", "C", "C", "C", "C", "C", "N", "C", "C", "C", "C", "C", "C", "N", "H", "H", "H", "H", "H", "H", "H", "H", "H", "H", "H", "H", "H", "H", "H", "H", "H", "H", "O", "N", "C", "C", "C", "C", "C", "C", "C", "P", "C", "C", "C", "C", "C", "C", "C", "C", "C", "C", "C", "C", "H", "H", "H", "H", "H", "H", "H", "H", "H", "H", "H", "H", "H", "H", "H", "H", "C", "C", "C", "C", "C", "C", "C", "C", "C", "C", "N", "C", "C", "C", "C", "C", "N", "H", "H", "H", "H", "H", "H", "H", "H", "H", "H", "H", "H", "H", "H", "H", "H", "H"], "xyz": [[-1.2710, -0.9848, 0.2172], [3.8288, 2.2126, -0.8533], [3.8749, 1.2846, 0.2917], [4.7090, 0.0883, 0.1931], [4.3424, -0.8907, 2.5641], [3.3180, -0.1077, 3.0634], [2.7686, 0.9926, 2.3970], [3.0333, 1.5428, 1.2651], [1.4486, 2.6055, 3.4071], [1.3587, 4.7073, 2.7441], [1.3710, 5.8863, 3.4957], [1.2169, 7.0720, 2.7924], [0.9479, 7.0118, 1.4112], [0.9659, 5.8146, 0.7592], [0.7629, 5.6271, -0.6808], [1.1415, 4.6640, 1.4324], [-0.4413, 2.5933, 4.5330], [-0.8314, 3.6597, 5.3791], [-1.8892, 3.5196, 6.2629], [-2.6103, 2.3449, 6.1904], [-2.2275, 1.3049, 5.2949], [-3.0233, 0.0895, 5.0939], [-1.0941, 1.4447, 4.5408], [4.1207, 1.6829, -1.7591], [4.6120, 2.9856, -0.6866], [2.8619, 2.6708, -1.0135], [4.2710, -0.4776, -0.6413], [4.7630, -1.6603, 3.2098], [2.8986, -0.2987, 4.0608], [1.5056, 5.8874, 4.5705], [1.2068, 8.0205, 3.3122], [0.7190, 7.9326, 0.8531], [1.6703, 5.1713, -1.1832], [0.5677, 6.5726, -1.2577], [-0.0587, 4.8733, -0.7808], [-0.2788, 4.5763, 5.3924], [-2.0842, 4.3146, 6.9410], [-3.5441, 2.2791, 6.7333], [-4.0138, 0.2864, 4.6531], [-2.4002, -0.5464, 4.3838], [-3.1964, -0.3953, 6.0909], [-4.1490, -1.9957, 1.6304], [-3.3836, -2.7076, 0.7290], [-2.9745, -3.8452, 1.2315], [-2.1454, -4.6843, 0.4539], [-2.7614, -5.9031, 0.0938], [-2.1358, -6.7156, -0.9197], [-0.9038, -6.3564, -1.5056], [-0.3476, -5.0792, -1.1192], [-0.9073, -4.3321, -0.0551], [0.1461, -2.9618, 0.4967], [4.9394, -0.8716, 1.2986], [6.0044, 0.6103, -0.4506], [6.6348, -0.1653, -1.3762], [6.4400, -1.5595, -1.4266], [6.1060, -2.3587, -0.3415], [5.6927, -1.9584, 0.9600], [0.0946, -3.2471, 2.2676], [0.1535, -2.1289, 3.1453], [0.2585, -2.2667, 4.4828], [0.3206, -3.5763, 5.0544], [0.2322, -4.6818, 4.2186], [0.2116, -4.5304, 2.7950], [-4.3553, -1.1640, 1.1713], [-3.4577, -4.1414, 2.2150], [-3.6717, -6.2184, 0.6139], [-2.6327, -7.5961, -1.3311], [-0.4290, -6.9047, -2.2805], [0.6436, -4.8255, -1.4365], [6.2630, 1.6249, -0.3009], [7.2361, 0.3301, -2.1410], [6.7024, -2.1409, -2.3658], [6.2103, -3.4279, -0.4748], [5.8607, -2.6987, 1.7508], [0.0480, -1.1154, 2.6986], [0.2890, -1.3927, 5.1319], [0.2686, -3.6456, 6.1342], [0.1717, -5.7235, 4.6111], [0.2500, -5.3444, 2.1140], [-0.6157, 3.2109, -6.3774], [-0.9049, 2.3461, -5.1381], [-0.8401, 0.8689, -5.4161], [-0.2844, 0.4089, -6.6267], [-0.3420, -0.9150, -6.9888], [-0.9977, -1.8523, -6.1955], [-1.5926, -1.4323, -5.0193], [-2.6076, -2.3692, -4.3887], [-3.3524, -3.3141, -5.4111], [-1.4167, -0.0910, -4.5371], [-1.6785, 0.1559, -3.1934], [-2.8584, 0.6382, -2.7867], [-3.1795, 1.0337, -1.4708], [-4.3283, 1.8074, -1.1700], [-4.3158, 2.0648, 0.2237], [-3.1073, 1.6090, 0.6743], [-2.4084, 0.9205, -0.3008], [-0.8455, 4.3011, -6.1963], [-1.3016, 2.8742, -7.1399], [0.4126, 3.1311, -6.7549], [-1.8887, 2.5978, -4.7681], [-0.2567, 2.6098, -4.3119], [0.1467, 1.1478, -7.2863], [0.1797, -1.2311, -7.9018], [-1.1651, -2.8771, -6.5863], [-3.3576, -1.7702, -3.8125], [-2.0816, -3.0662, -3.6753], [-3.7097, -2.7793, -6.2907], [-4.2215, -3.7407, -4.9611], [-2.7084, -4.1216, -5.7730], [-3.7492, 0.7971, -3.5106], [-5.1234, 2.0767, -1.8747], [-5.0324, 2.5882, 0.8344], [-2.7111, 1.7138, 1.6849]], "forces_ev_per_a": [[-0.2016, 0.9414, -0.7275], [1.0593, 0.4639, -0.6031], [-2.5534, -0.0096, 2.2121], [1.0386, 0.3506, -1.5559], [-0.3925, 0.4046, 1.3513], [-0.4273, 0.2702, 0.6922], [-1.4544, 0.1395, 0.6767], [1.2254, 1.2213, -2.6050], [1.0463, 0.3809, 2.9603], [-0.7496, -1.5916, -0.9256], [0.3855, -0.0406, -0.1766], [-0.7065, -0.5010, -0.5392], [0.1986, 1.6960, 0.6149], [0.3061, -0.8248, 0.6013], [-0.0037, -0.2718, -2.1548], [0.3471, 0.6335, -0.1247], [-0.0891, 0.1565, 0.2530], [0.5864, -0.3359, -0.3122], [0.9331, -0.8078, -1.3382], [-0.4761, -1.0066, -0.7074], [1.1260, 2.7532, 0.3672], [0.3094, -1.6169, -0.0922], [-1.3663, -0.6986, 0.2353], [0.0342, 0.0482, -0.1608], [-0.6171, -0.1276, -0.2766], [-0.1519, 0.1071, 0.3585], [-0.1985, -0.2828, -0.0108], [-0.4046, 0.0709, 0.0735], [0.4030, -0.0919, -0.4100], [0.1522, -0.0968, -0.0973], [0.0408, 0.0327, -0.0173], [0.2660, -0.4500, 0.3117], [-0.8831, 0.3752, 0.7621], [-0.1436, -0.8953, 0.7084], [0.5540, 0.7674, -0.3213], [0.3327, 0.3017, -0.1187], [-0.4753, 0.4177, 0.4482], [0.0482, -0.3415, 0.2062], [0.3915, 0.0143, 0.0642], [-1.1053, 0.3750, 1.0423], [0.1546, 0.0424, -1.0038], [-0.3544, 0.1973, 0.0149], [1.3683, -1.7166, 0.8531], [-2.9291, 3.3329, 1.7563], [-0.4440, -2.5201, -1.0810], [1.7407, -0.5883, -1.2994], [0.0352, 0.5760, 0.2920], [-1.1767, 3.0135, 1.5202], [-0.7836, -2.2824, 1.4117], [0.5677, -0.1047, -1.9929], [0.1174, 0.8535, -0.5600], [0.6398, -0.0495, -0.6237], [0.1560, -2.0742, -0.5259], [-0.4508, 1.7229, 0.4592], [-0.0519, -2.6698, -0.5034], [0.3620, 0.9410, -1.0330], [0.2133, -0.7322, 0.3752], [0.4122, 0.4994, 1.1479], [-0.4961, 0.5050, -1.8917], [0.4302, -1.1616, 1.6195], [-0.8062, 0.7556, -0.7763], [0.2445, -0.7875, -0.7032], [-0.3359, 1.4396, 1.5931], [0.0231, -0.2498, 0.0418], [0.8779, 0.1685, -1.0279], [0.2142, 0.1486, -0.5270], [0.0414, 0.0785, 0.5401], [0.1584, -0.5854, -0.4502], [0.2635, 0.2733, -0.4322], [0.3096, 0.8090, 0.0998], [0.3217, -0.2807, 0.3990], [-0.1859, 0.9776, 1.1935], [0.0043, -0.0489, -0.0660], [-0.1812, 0.1607, -0.2953], [0.1789, -0.6773, 0.4670], [-0.0568, -0.1447, -0.1452], [0.2257, -0.2920, -0.0654], [0.2339, 1.0238, -0.1377], [-0.1050, -0.8580, -0.1610], [-0.2854, 0.9438, 0.6219], [0.4608, 0.3090, -0.0828], [-0.2537, -0.9648, -0.0024], [-0.5883, 0.4376, 0.7836], [0.9205, -0.6913, -0.5561], [-0.2091, 0.2395, -0.6993], [-0.6362, 0.2411, -0.0556], [-0.1166, -0.9342, 0.6166], [0.9094, 0.9747, 0.1233], [0.4970, -1.0772, -1.4807], [-3.3545, 1.8416, 1.6835], [2.0058, -1.2068, -2.8333], [-0.8161, 1.0895, 2.0125], [-0.1001, -1.0118, 0.0545], [0.1386, 0.6043, -0.8757], [0.8106, -1.3189, 0.3729], [-0.1961, -0.4392, -0.0417], [0.3331, -1.1198, -0.0125], [-0.0840, 0.0432, -0.5472], [-0.2855, 0.0322, 0.2001], [-0.4499, 0.0174, 0.0385], [0.4080, 0.0580, 0.2547], [0.1127, -0.2298, -0.1027], [-0.3946, 0.0911, 0.2977], [0.2593, 0.8343, 0.4299], [0.6458, -0.6389, -0.4001], [-0.5772, 0.7507, -0.2592], [0.1266, 0.2339, -0.0217], [-0.5022, -0.4341, 0.5333], [-0.0851, 0.0962, 0.1815], [1.5466, -0.1961, 0.8118], [0.4877, -0.1384, 0.2764], [-0.0580, 0.1762, -0.1798], [0.0091, -0.2396, -0.2882]]}